Run 1
DFT (ωB97M-V with the def2-TZVPD basis set) results for the molecule C7H17N.

Geometry as XYZ:
```
25
Properties=species:S:1:pos:R:3:nbo_charge:R:1
H -1.26 2.98 -2.03 0.216
H 1.66 -0.60 -0.60 0.197
C 0.46 0.69 -2.46 -0.443
H 1.36 1.34 -2.70 0.211
C 0.30 -1.83 1.84 -0.386
H 1.39 -0.99 3.44 0.196
H 0.62 -0.44 -2.76 0.184
H 0.45 -2.60 1.02 0.191
H 1.42 -2.77 3.47 0.207
H -2.28 3.08 -0.82 0.213
C -1.42 1.02 -0.98 -0.264
C 0.44 -0.66 -0.34 -0.200
N 0.04 0.67 -0.95 -0.453
H 2.47 -1.76 2.42 0.203
C -1.37 2.52 -1.09 -0.641
H -0.55 -2.16 2.50 0.201
H -0.53 1.03 -3.00 0.200
H -0.91 -0.20 1.37 0.221
C 1.49 -1.88 2.82 -0.599
H -1.78 0.54 0.00 0.201
H -2.00 0.34 -1.61 0.187
H 0.46 0.27 1.66 0.220
H -0.66 3.08 -0.42 0.231
H 0.12 -1.54 -0.84 0.172
C 0.06 -0.58 1.13 -0.464
```

The SMILES is CCCCN(C)CC. The frontier orbital gap is 9.65 eV. Its HOMO energy is -8.5 eV.

***

Run 2
DFT (ωB97M-V with the def2-TZVPD basis set) results for a structure of composition C7H17N.

Geometry as XYZ:
```
25
Properties=species:S:1:pos:R:3:nbo_charge:R:1
H 2.58 -1.80 -1.12 0.198
H -2.10 -1.11 0.38 0.342
H -1.60 2.00 0.54 0.190
C -1.65 1.19 -0.18 -0.238
C -2.90 -1.04 -0.50 -0.474
C -2.60 0.02 0.49 -0.182
H 1.45 -0.33 1.39 0.223
H 2.60 1.00 1.51 0.199
C 0.81 1.23 -0.75 -0.253
C 2.37 0.06 0.98 -0.619
H 2.92 0.81 -0.98 0.187
H 1.34 -1.05 -2.18 0.200
H 1.07 2.14 -0.31 0.169
H 0.91 -1.49 -0.55 0.218
H -2.01 1.64 -1.13 0.135
H 3.20 -0.66 1.13 0.203
H -3.37 0.50 1.17 0.251
H -2.34 -1.22 -1.44 0.270
H -0.47 -1.08 2.63 -0.006
C 1.74 -1.09 -1.16 -0.620
C 2.04 0.31 -0.51 -0.196
H -3.84 -1.64 -0.38 0.235
H 0.74 1.49 -1.81 0.167
N -0.37 0.58 -0.19 -0.607
H -0.53 -0.44 3.00 0.007
```

The frontier orbital gap is 5.28 eV. Its HOMO energy is -6.4 eV.

***

Stability ranking, top and bottom: run 1 is the most stable and run 2 is the least stable.

***

Run 1
DFT (ωB97M-V with the def2-TZVPD basis set) results for the ion C4H9NP with charge +1.

Geometry as XYZ:
```
15
Properties=species:S:1:pos:R:3:nbo_charge:R:1
H 2.65 0.44 -0.99 0.256
C -2.90 1.14 -0.40 -0.271
H 0.25 -0.04 -0.78 0.439
C 2.85 -0.14 -0.07 -0.695
H 3.60 0.26 0.60 0.269
H 1.74 -0.71 1.69 0.225
C 1.59 -0.47 0.68 0.344
H -1.35 -0.37 1.76 -0.026
H 3.20 -1.05 -0.42 0.278
C -2.14 0.04 -0.49 -0.568
N 0.40 -0.53 0.05 -0.699
H -2.32 -0.54 -1.47 0.231
H -3.17 1.54 0.52 0.208
H -3.26 1.59 -1.32 0.231
P -1.14 -1.16 0.64 0.778
```

The SMILES is C=CP/[NH+]=C/C. The frontier orbital gap is 8.63 eV. Its HOMO energy is -13.9 eV. Its total charge is +1.

***

Run 2
DFT (ωB97M-V with the def2-TZVPD basis set) results for a structure of composition C4H9NP.

Geometry as XYZ:
```
15
Properties=species:S:1:pos:R:3:nbo_charge:R:1
H -2.67 0.53 0.53 0.425
H -2.55 -0.70 1.66 0.440
H 4.20 1.05 0.50 0.258
H 0.02 0.75 -2.08 0.304
C 3.25 0.60 0.54 -0.271
H -1.47 -1.54 -0.96 0.036
C -0.37 0.84 -1.04 -0.970
H 0.25 1.43 -0.53 0.270
H -1.20 1.31 -1.40 0.265
H -1.44 0.58 1.61 0.422
C 0.94 -1.51 -0.21 -0.587
N -2.04 -0.02 1.09 -0.977
H 1.28 -2.48 0.29 0.290
C 2.34 -0.10 0.20 -0.065
P -0.54 -0.74 -0.21 1.161
```

The frontier orbital gap is 9.02 eV. Its HOMO energy is -13.6 eV. Its total charge is +1.

***

Stability ranking, top and bottom: run 1 is the most stable and run 2 is the least stable.

***

Run 1
DFT (ωB97M-V with the def2-TZVPD basis set) results for a cluster of 2 separate species, CHNO2S in total.

Geometry as XYZ:
```
6
Properties=species:S:1:pos:R:3:nbo_charge:R:1
N 0.48 -0.26 -0.20 -0.725
O 0.63 -1.68 2.61 -0.123
C 1.01 -1.35 0.15 0.103
O 1.43 -1.34 -2.61 -0.893
S 1.78 -0.65 -1.40 1.194
H -0.36 0.22 -0.40 0.444
```

The frontier orbital gap (spin up / spin down) is 7.50 / 7.24 eV. Its HOMO energy (spin up / spin down) is -9.5 / -9.5 eV.

***

Run 2
DFT (ωB97M-V with the def2-TZVPD basis set) results for a cluster of 2 separate species, CHNO2S in total.

Geometry as XYZ:
```
6
Properties=species:S:1:pos:R:3:nbo_charge:R:1
C 1.55 0.41 0.33 -0.265
N 1.89 -0.94 0.06 0.433
O 1.60 -1.33 -1.05 -0.339
H 1.60 0.39 1.97 0.172
S 1.73 1.70 -0.43 0.325
O 2.40 -1.58 0.94 -0.326
```

The frontier orbital gap is 7.93 eV. Its HOMO energy is -9.9 eV.

***

Stability ranking, top and bottom: run 2 is the most stable and run 1 is the least stable.